C30H31Br2IrN3O4P as an isolated structure at a distorted geometry, computed with ωB97M-V/def2-TZVPD.

Each line ends with the Löwdin charge.
Positions of all 72 atoms, in Å:
C 0.623 3.705 -3.018  -0.040
H 2.441 -0.997 -2.374  0.034
C -0.773 -3.721 -2.887  -0.172
H 5.091 -0.328 1.581  0.069
O 3.965 2.134 -1.110  -0.088
C -0.770 2.160 -1.750  -0.037
H 2.773 -2.688 -1.995  0.068
C -2.333 0.238 0.551  -0.405
C -3.749 -1.031 2.120  -0.009
C -1.237 -5.402 -1.221  -0.137
C 3.020 3.677 -2.710  0.015
H 5.072 3.888 -0.963  0.103
O 1.673 0.970 -0.827  -0.211
H -5.053 -2.159 3.387  0.109
C -4.983 -1.501 2.531  -0.061
H 2.233 0.174 2.637  0.095
H 3.978 4.113 -2.954  0.115
H -1.634 2.728 -2.085  0.145
Br -1.039 -5.007 1.608  0.837
H -7.096 -1.499 2.165  0.109
H -0.845 -3.858 -5.043  0.094
C -4.817 0.199 0.332  -0.022
Ir 0.320 -0.488 -0.192  1.400
C 2.962 0.106 1.825  -0.357
H 1.604 -3.906 -0.104  0.043
C 4.365 -0.161 2.377  -0.122
H 4.425 -1.949 -0.237  0.093
H 5.683 2.698 -2.144  0.103
Br -1.480 -6.324 -3.878  0.816
H 3.356 -4.024 0.027  0.074
C -6.049 -0.273 0.751  -0.066
C 0.498 2.600 -2.127  -0.134
H 4.693 0.706 2.948  0.081
H -6.948 0.023 0.228  0.108
C -0.969 -4.474 -0.197  -0.598
H 1.580 -2.762 2.196  0.085
C 1.669 2.013 -1.560  -0.229
C -0.666 -3.205 -4.199  0.006
N -2.264 0.992 -0.565  0.101
H 2.938 1.052 1.282  0.070
H 2.322 -4.864 1.181  0.080
O -1.297 -0.104 1.199  -0.102
C -0.061 -1.078 -3.279  -0.100
C -0.518 -2.826 -1.834  -0.151
H 4.382 -1.019 3.047  0.068
N -0.146 -1.539 -2.052  0.002
H -4.737 0.858 -0.521  0.108
H 3.351 -2.741 2.133  0.084
C 5.208 2.825 -1.170  -0.044
H 5.837 2.384 -0.402  0.096
C 3.675 -1.252 -0.614  -0.346
H 1.939 5.021 -4.022  0.116
H -1.523 -6.411 -0.957  0.106
H 0.245 -0.046 -3.403  0.116
P 2.362 -1.144 0.653  0.883
C -3.662 -0.187 1.013  -0.153
O -0.308 -2.280 0.441  -0.297
C 1.844 4.201 -3.324  -0.050
C -0.345 -1.889 -4.391  -0.013
N -1.002 1.148 -0.940  -0.097
H -2.841 -1.321 2.632  0.119
C 2.938 2.651 -1.820  -0.204
C 2.443 -2.733 1.527  -0.344
C -6.132 -1.124 1.846  -0.064
H 4.035 -1.677 -2.700  0.084
C 2.430 -3.950 0.598  -0.124
C 3.198 -1.684 -2.002  -0.125
C -0.604 -3.178 -0.480  -0.418
H -0.271 4.149 -3.437  0.121
H -0.301 -1.464 -5.383  0.118
C -1.136 -5.042 -2.536  -0.623
H 4.112 -0.256 -0.683  0.068

* F_max: 0.032 Eh/bohr
* total charge: +1
* energy: -196479.551 eV
* 2S+1: 2
* ΔE to the lowest compared entry with this formula, charge and spin: 1.725 eV
* HOMO energy (alpha / beta): -10.367 / -10.330 eV
* expectation value of S²: 0.82



A 4-piece molecular cluster, C28H59N3O4 overall at a distorted geometry, computed with ωB97M-V/def2-TZVPD.

Each line ends with the Löwdin charge.
Positions of all 94 atoms, in Å:
C 20.786 -15.612 -16.824  -0.009
H 18.716 -19.577 -17.068  0.063
H 25.675 -14.272 -15.220  0.083
C 18.180 -14.545 -13.030  -0.866
H 17.474 -20.169 -16.129  0.109
C 20.637 -11.592 -11.764  -0.090
H 20.880 -11.098 -9.664  0.132
H 18.227 -18.380 -11.394  0.118
H 15.252 -17.220 -9.654  0.144
H 13.320 -16.948 -11.591  0.109
H 16.039 -18.455 -14.918  0.101
H 19.637 -18.188 -8.355  0.123
C 20.272 -17.083 -16.584  -0.405
H 24.105 -12.629 -14.206  0.114
H 21.849 -15.559 -17.052  0.090
H 22.665 -13.432 -12.203  0.129
H 22.001 -12.359 -10.186  0.118
H 17.446 -19.934 -11.516  0.127
H 14.913 -15.045 -11.349  0.073
C 14.153 -16.895 -12.297  -0.215
C 18.945 -19.721 -9.860  -0.125
C 18.044 -18.108 -15.685  -0.402
H 17.756 -17.119 -9.057  0.128
C 20.607 -17.938 -17.834  0.012
C 24.951 -15.084 -15.153  -0.091
N 21.606 -11.753 -12.948  -0.214
H 19.913 -19.603 -10.348  0.114
H 17.098 -19.120 -17.522  0.110
H 21.610 -17.709 -18.192  0.106
H 18.929 -20.775 -9.584  0.116
H 20.928 -16.922 -14.473  0.116
C 23.291 -13.355 -14.260  -0.191
H 19.963 -17.548 -18.626  0.104
H 15.511 -20.444 -10.186  0.103
C 22.705 -10.781 -12.468  -0.084
H 20.570 -19.672 -15.445  0.109
C 18.788 -18.702 -14.454  -0.131
H 15.417 -15.161 -13.047  0.050
H 25.455 -16.020 -14.923  0.080
H 20.346 -12.074 -14.641  0.097
H 13.840 -14.741 -12.748  0.082
H 16.576 -16.785 -10.708  0.104
C 16.673 -17.619 -15.207  -0.029
C 22.460 -10.452 -10.996  -0.152
H 14.509 -18.837 -11.480  0.113
C 18.827 -18.882 -8.576  -0.154
C 15.848 -17.571 -10.497  -0.103
H 21.815 -11.280 -14.998  0.097
C 14.618 -15.387 -12.340  -0.065
N 16.709 -18.698 -9.894  -0.230
C 17.527 -18.117 -8.685  -0.085
C 17.818 -19.200 -10.802  -0.096
H 23.673 -11.254 -12.629  0.119
H 24.481 -14.769 -13.139  0.114
H 24.422 -15.126 -16.107  0.065
H 20.191 -10.615 -11.951  0.140
C 20.264 -18.956 -14.681  -0.134
H 16.120 -16.905 -15.818  0.096
H 22.048 -9.451 -10.880  0.127
H 15.075 -19.471 -8.792  0.110
O 18.067 -15.953 -16.707  0.205
C 21.005 -11.289 -14.269  0.040
H 20.573 -10.318 -14.041  0.111
H 18.693 -17.987 -13.631  0.095
O 17.338 -13.660 -12.477  0.082
H 18.237 -19.508 -13.967  0.123
H 20.327 -15.248 -17.747  0.089
H 22.912 -13.241 -15.277  0.110
H 21.394 -13.864 -13.285  0.113
C 20.926 -17.648 -15.286  -0.092
C 22.236 -13.178 -13.173  -0.094
H 20.484 -19.019 -17.811  0.082
H 20.787 -19.211 -13.760  0.119
H 17.000 -18.099 -7.733  0.141
H 17.063 -14.435 -11.945  0.065
O 18.998 -14.314 -13.929  -0.037
H 22.701 -9.883 -13.085  0.133
N 18.808 -16.980 -16.338  0.107
H 15.786 -18.234 -12.551  0.090
O 18.061 -15.708 -12.561  -0.084
H 16.783 -16.918 -14.373  0.072
H 19.879 -12.374 -11.782  0.131
C 17.752 -19.262 -16.664  0.008
H 13.696 -17.246 -13.222  0.111
C 21.453 -11.474 -10.510  -0.156
H 21.940 -17.938 -15.563  0.130
H 23.353 -10.638 -10.401  0.125
C 23.921 -14.759 -14.077  -0.255
C 15.916 -19.901 -9.335  0.056
C 15.082 -17.952 -11.766  -0.191
H 16.524 -20.413 -8.594  0.110
H 20.465 -14.814 -16.153  0.076
H 18.812 -19.518 -7.690  0.116
H 23.073 -15.442 -13.998  0.094

* F_max: 0.154 Eh/bohr
* total charge: +2
* energy: -42635.459 eV
* HOMO energy: -12.805 eV



A 3-piece molecular cluster, C4H13NO4 overall at a distorted geometry, computed with ωB97M-V/def2-TZVPD.

Each line ends with the Löwdin charge.
Positions of all 22 atoms, in Å:
C 2.690 1.032 -0.074  -0.098
H -1.499 -3.242 0.561  -0.006
H -0.462 0.369 1.021  0.115
O -1.575 1.802 -0.239  0.093
O -0.768 -3.826 0.292  -0.081
H -0.578 -1.308 -0.916  0.075
O 0.271 2.173 -1.443  0.117
H 0.825 -0.395 -1.613  0.083
C -0.288 1.543 -0.590  -0.482
N 1.544 0.811 0.834  -0.067
H -1.824 2.688 -0.555  0.132
H -1.929 -0.702 0.953  0.021
H -3.008 -1.758 1.429  0.066
C 0.385 -0.835 -0.729  -0.015
H 2.452 1.868 -0.708  0.064
H -0.096 -3.364 0.808  0.017
H 3.558 1.206 0.552  0.081
O -2.076 -1.592 1.280  -0.036
H 2.865 0.188 -0.729  0.068
C 0.289 0.388 0.239  -0.329
H 1.815 0.105 1.508  0.105
H 0.909 -1.568 -0.125  0.077

* F_max: 0.042 Eh/bohr
* energy: -14038.613 eV
* ΔE to the lowest compared entry with this formula, charge and spin: 1.159 eV
* HOMO energy: -9.176 eV